[1]
65
Properties=species:S:1:pos:R:3:forces:R:3:lowdin_spin:R:1 method="wB97M-V/def2-TZVPD" lumo_energy_ha="-0.1820 / -0.1942" de_lowest_kj_mol=44.8 charge=+2 homo_ev="-11.41 / -12.62" spin_multiplicity=2 gap_ha="0.23715 / 0.26969" s2=0.7710 largest_force_ev_per_a=1.24
In -0.573352 -0.312745 0.536855 -0.01 -0.24 0.72 0.202
O -2.659661 0.636344 1.868538 0.10 -0.18 -0.18 0.011
C -2.638199 1.404404 3.051185 -0.22 0.23 0.45 0.001
C -1.224175 1.666735 3.503134 -0.13 0.15 0.17 0.001
C -1.004127 2.440254 4.643110 0.11 -0.11 -0.10 0.000
C 0.291185 2.621285 5.090647 -0.07 -0.13 -0.16 0.000
C 1.329993 2.031620 4.380465 -0.04 -0.04 -0.07 0.000
C 1.017700 1.314445 3.241003 0.39 0.11 0.21 0.000
N -0.227304 1.133745 2.812516 -0.27 -0.19 -0.47 0.006
H -3.570810 0.537910 1.577629 -0.03 -0.03 -0.06 0.000
H -3.154486 0.865354 3.860953 0.04 0.19 -0.13 0.000
H -3.143929 2.369074 2.896927 0.05 -0.17 0.07 0.000
H -1.834664 2.879123 5.172703 -0.14 0.03 0.05 0.000
H 0.494538 3.201124 5.978444 -0.02 0.04 0.06 0.000
H 2.350480 2.124773 4.714661 0.12 0.02 -0.04 0.000
H 1.790700 0.856243 2.633336 0.10 -0.02 0.04 0.000
N -4.391286 0.295298 -2.952705 0.18 -0.40 0.32 0.000
C -3.831078 -0.576100 -2.094669 -0.14 0.16 -0.12 0.002
N -2.898441 0.027358 -1.397091 0.25 -0.14 0.36 0.030
C -2.922428 1.309232 -1.860459 -0.71 -0.77 -0.52 0.004
N -3.823112 1.486018 -2.808232 0.16 0.89 -0.16 0.000
C -2.070286 2.378196 -1.369880 0.28 0.82 -0.02 0.006
C -2.145856 3.672107 -1.906694 -0.17 -0.56 0.05 0.002
N -1.397811 4.649761 -1.446282 0.10 0.47 -0.07 0.000
C -0.561756 4.378625 -0.457199 0.08 -0.26 0.18 0.001
C -0.465110 3.094833 0.070265 0.18 0.47 0.06 0.007
N -1.217071 2.111109 -0.385402 -0.17 -0.49 -0.18 0.068
H -5.137257 0.161357 -3.620788 0.06 0.03 0.09 0.000
H -4.136532 -1.597689 -1.982791 -0.13 -0.20 -0.07 0.000
H -2.823722 3.906864 -2.713176 -0.12 -0.08 -0.09 0.000
H 0.031041 5.203053 -0.089207 0.12 0.00 0.12 0.000
H 0.209137 2.840335 0.878267 0.09 0.14 0.02 0.001
Cl 0.557666 -3.615503 1.709657 0.55 -0.86 -0.28 0.091
C -0.264354 -2.265764 2.362836 -0.44 1.03 -0.04 0.446
H 0.339090 -1.756401 3.102813 -0.02 0.09 0.00 0.015
H -1.261448 -2.530599 2.688723 -0.08 0.10 -0.01 0.014
N -0.239642 -4.097061 -3.619940 -0.09 -0.22 -0.37 0.000
C 0.977006 -3.249374 -3.475499 0.49 0.85 0.13 0.000
C 0.651169 -2.088798 -2.522140 0.21 -0.17 -0.18 0.005
N 0.142282 -2.537297 -1.254304 0.10 -0.06 0.02 0.026
C -1.008022 -3.391662 -1.393289 0.12 -0.29 -0.02 0.002
C -0.714453 -4.595653 -2.298583 -0.53 -0.02 0.85 0.001
H -0.054745 -4.884714 -4.251734 -0.13 0.22 0.06 0.000
H -0.982699 -3.518963 -4.033505 0.15 -0.26 -0.06 0.000
H 1.270678 -2.871010 -4.454807 -0.08 -0.16 -0.05 0.000
H 1.785065 -3.867917 -3.079205 -0.17 -0.07 -0.04 0.000
H -0.100082 -1.432874 -2.972691 0.00 0.05 -0.14 0.001
H 1.539261 -1.483017 -2.349611 0.02 0.04 -0.11 0.001
H 0.853643 -2.989825 -0.689664 -0.03 0.15 0.12 0.002
H -1.835676 -2.798349 -1.795668 -0.05 -0.03 -0.06 0.001
H -1.299166 -3.743534 -0.403330 -0.09 -0.10 -0.09 0.000
H -1.601971 -5.212579 -2.440312 0.08 -0.02 -0.17 0.000
H 0.075544 -5.204037 -1.854255 0.00 0.00 -0.19 0.000
O 1.805908 0.250939 -0.577906 -1.19 -0.22 -0.27 0.044
N 3.018385 0.502168 -0.239473 0.98 0.17 0.34 0.002
C 3.888742 -0.510261 -0.054164 0.16 -0.32 0.06 0.003
C 5.204639 -0.281137 0.275078 0.08 0.26 0.03 0.000
C 5.654117 1.020488 0.445874 -0.24 -0.02 -0.03 0.003
C 4.740349 2.053376 0.285593 0.20 -0.25 0.02 0.000
C 3.438386 1.770573 -0.065951 0.02 0.39 0.04 0.003
H 3.470921 -1.498562 -0.171382 -0.06 0.05 -0.05 0.000
H 5.872987 -1.117936 0.401719 -0.01 -0.10 0.00 0.000
H 6.681241 1.220962 0.699830 0.11 0.04 0.05 0.000
H 5.039534 3.079397 0.431099 -0.05 0.09 -0.06 0.000
H 2.693325 2.534877 -0.231872 -0.07 -0.12 -0.03 0.000


[2]
64
Properties=species:S:1:pos:R:3:forces:R:3:lowdin_spin:R:1 method="wB97M-V/def2-TZVPD" lumo_energy_ha="0.0876 / 0.0673" de_lowest_kj_mol=56.6 charge=-1 homo_ev="-3.70 / -3.66" spin_multiplicity=2 gap_ha="0.22364 / 0.20172" s2=0.7581 largest_force_ev_per_a=1.31
Cu 0.809834 -0.219150 2.254517 -0.60 0.17 0.52 0.405
S 0.707038 -4.025787 3.977507 0.21 -0.08 -0.18 0.004
Sb -0.949134 -2.513190 3.387389 0.16 -0.19 0.05 0.014
S -0.127213 -0.331056 4.223727 -0.20 0.04 -0.09 0.280
S -0.360715 -1.762180 1.131598 -0.04 -0.31 -0.08 0.259
C -4.101560 3.947325 1.777601 -0.02 0.01 0.02 0.000
C -4.523121 2.993128 0.656642 0.18 0.04 0.12 0.000
C -4.660456 1.542050 1.116749 0.06 -0.02 0.07 0.000
C -3.347509 0.820123 1.420065 0.20 0.06 -0.47 0.000
N -2.494078 0.663431 0.231478 -0.45 0.19 0.20 0.001
C -1.250813 1.199435 0.063230 -0.34 -1.10 -0.43 0.000
Se -0.390983 2.298439 1.267823 0.15 0.08 -0.47 -0.002
N -0.759756 0.632234 -1.085627 0.32 0.19 -0.24 0.002
C 0.620364 0.754237 -1.593974 -0.58 -0.10 -0.03 0.000
C 0.937661 2.055727 -2.324242 -0.11 -0.15 -0.07 0.000
C -0.018904 2.397829 -3.466413 -0.05 -0.12 -0.08 0.000
C 0.117988 1.490736 -4.695344 0.06 -0.04 0.07 0.000
C -1.680609 -0.289794 -1.606543 0.73 0.54 -0.09 0.002
C -1.616558 -1.142362 -2.696508 0.01 -0.17 -0.13 0.002
C -2.710056 -1.972060 -2.921693 0.00 0.12 0.16 0.000
C -3.823300 -1.946983 -2.072203 0.15 0.14 0.06 0.000
C -3.870641 -1.086475 -0.979922 -0.22 -0.21 -0.02 0.001
C -2.780200 -0.258487 -0.778375 -0.08 0.43 0.73 0.002
H -4.106546 4.988511 1.436252 0.00 -0.15 0.01 0.000
H -3.092012 3.727368 2.135269 -0.09 -0.03 -0.04 0.000
H -4.791573 3.872906 2.629306 0.11 0.00 -0.14 0.000
H -3.804457 3.044361 -0.168516 0.00 0.02 0.04 0.000
H -5.481404 3.319145 0.247624 -0.06 0.00 -0.01 0.000
H -5.210299 0.971190 0.365910 -0.04 0.03 -0.03 0.000
H -5.261973 1.515730 2.031970 0.00 -0.05 -0.03 0.000
H -3.530642 -0.182624 1.799651 -0.04 -0.14 0.06 0.000
H -2.753532 1.335459 2.164002 0.13 0.12 0.13 0.000
H 0.759612 -0.093333 -2.262109 0.03 -0.08 0.04 0.000
H 1.282460 0.611788 -0.751489 0.21 0.01 0.27 0.000
H 1.957504 1.959842 -2.719494 -0.07 0.02 0.08 0.000
H 0.948538 2.856234 -1.591794 -0.04 0.19 0.11 0.000
H 0.155020 3.434099 -3.763589 0.02 0.01 -0.03 0.000
H -1.047180 2.361608 -3.092270 0.02 0.00 -0.02 0.000
H 1.150134 1.485192 -5.064738 -0.10 0.03 0.05 0.000
H -0.525580 1.819338 -5.516430 0.03 0.02 0.11 0.000
H -0.156314 0.454399 -4.474033 0.06 0.19 -0.01 0.000
H -0.735912 -1.194522 -3.330605 -0.21 -0.03 0.12 0.000
H -2.688341 -2.662752 -3.755583 -0.01 0.02 0.04 0.000
H -4.652057 -2.620411 -2.254553 0.05 0.03 0.00 0.000
H -4.713577 -1.092071 -0.293240 0.17 -0.01 -0.17 0.000
O 3.121607 -4.631355 1.541755 -0.62 -0.08 0.94 0.000
C 4.282825 -4.220945 2.212139 -0.07 0.34 -0.78 0.000
N 5.266802 -3.803322 1.225209 -0.31 0.44 0.07 0.000
C 5.407784 -2.585376 0.625112 0.25 0.15 0.13 0.000
O 6.201106 -2.402625 -0.291287 -0.25 -0.27 0.23 0.000
C 4.669011 -1.371364 1.149991 -0.37 -0.66 -0.21 0.000
C 5.406688 -0.229954 1.369169 0.61 0.17 0.01 0.000
C 4.764439 0.945304 1.700023 -0.30 0.38 0.07 0.001
C 3.380631 0.943037 1.786917 -0.05 -0.36 -0.02 0.005
N 2.649106 -0.171944 1.580704 1.06 0.72 -0.28 0.022
C 3.282714 -1.299696 1.253680 -0.05 -0.26 -0.02 0.000
H 2.387676 -4.645492 2.224901 0.33 0.20 -0.69 0.000
H 4.726169 -5.019489 2.787373 0.22 -0.47 0.15 0.000
H 4.079010 -3.417057 2.905062 -0.07 0.46 0.14 0.000
H 5.679444 -4.538280 0.677671 0.15 -0.17 -0.05 0.000
H 6.488560 -0.268366 1.252929 -0.22 0.02 0.02 0.000
H 5.318611 1.864033 1.873606 -0.12 -0.17 -0.03 0.000
H 2.820223 1.844239 2.020690 0.03 -0.14 0.00 0.001
H 2.638440 -2.149969 1.045349 0.04 -0.07 0.13 0.000


[3]
80
Properties=species:S:1:pos:R:3:forces:R:3:lowdin_charge:R:1 method="wB97M-V/def2-TZVPD" lumo_energy_ha=0.0058 charge=0 homo_ev=-9.18 gap_ha=0.34303 largest_force_ev_per_a=1.17
C -1.725869 3.567834 -0.129122 0.15 0.55 -0.30 -0.181
C -1.063046 3.114138 -1.413092 0.35 -0.46 0.15 -0.359
C -1.098057 1.596056 -1.778638 -0.22 0.47 0.10 -0.769
I -2.644468 0.550175 -0.684743 -0.05 -0.03 -0.21 0.951
Si -1.434155 1.491825 -3.617653 -0.54 0.43 -0.13 0.530
O -0.231732 2.084610 -4.592881 0.35 -0.33 1.07 -0.402
Si 1.380475 2.155066 -4.144548 0.24 -0.11 -0.63 0.583
C -1.924629 -0.250592 -4.338176 0.37 0.25 -0.20 -0.461
F -3.004200 -0.805712 -3.727993 0.06 -0.04 0.02 0.028
F -2.308575 0.007872 -5.629678 0.01 0.06 -0.07 0.068
C -0.838088 -1.336101 -4.484755 -0.50 -0.65 -0.56 -0.376
F -1.410929 -2.419104 -5.093900 0.09 0.23 0.02 0.137
F 0.151217 -0.893221 -5.294438 -0.28 -0.01 0.48 0.131
C -0.249357 -1.889290 -3.178460 0.36 -0.32 -0.02 -0.365
F 0.641888 -1.014584 -2.672651 0.02 0.22 -0.08 0.137
F -1.209131 -2.087637 -2.265211 -0.07 -0.02 -0.02 0.119
C 0.484735 -3.256071 -3.364460 0.31 -0.11 0.54 -0.514
F 1.266415 -3.260319 -4.444425 -0.37 -0.13 0.29 0.194
F 1.274265 -3.427540 -2.275871 -0.24 -0.09 -0.40 0.147
F -0.378721 -4.276209 -3.396899 0.42 0.42 -0.21 0.182
H -1.419266 4.589376 0.049789 0.10 0.30 0.04 0.069
H -1.397391 3.009550 0.730879 -0.04 -0.37 0.20 0.038
H -2.802644 3.601242 -0.193490 -0.33 -0.27 0.04 0.047
H -1.428183 3.718319 -2.239009 -0.26 0.10 -0.20 0.086
H -0.010244 3.356267 -1.317676 0.29 0.04 -0.07 0.083
H -0.187441 1.129193 -1.434997 0.16 -0.20 0.09 0.019
H -2.621847 2.326188 -3.858053 -0.10 -0.19 -0.05 0.052
H 1.573079 2.463072 -2.719231 -0.17 0.01 0.09 -0.045
H 2.073229 3.179123 -4.944685 -0.16 0.07 -0.04 -0.063
H 2.006412 0.847995 -4.428918 -0.01 0.02 0.05 -0.053
C -5.995884 -2.687692 -0.813970 0.05 -0.10 0.03 -0.118
C -5.580694 -2.806443 -2.266825 0.13 -0.12 -0.02 -0.115
O -6.310374 -1.739103 -2.878338 0.02 -0.06 0.05 0.061
C -6.584708 -0.812745 -1.930388 0.12 -0.12 0.01 -0.583
O -7.025603 0.264153 -2.143501 -0.13 0.25 -0.03 0.168
O -6.285535 -1.292238 -0.695641 0.02 -0.07 0.00 0.037
H -5.210366 -2.972105 -0.118644 0.02 0.16 0.05 0.130
H -6.900125 -3.255894 -0.587309 -0.01 0.01 -0.04 0.131
H -4.513111 -2.630644 -2.413145 -0.01 0.04 0.03 0.119
H -5.852760 -3.758014 -2.715744 -0.11 0.08 -0.10 0.132
C 2.838268 -4.697576 0.732245 -0.19 -0.01 0.02 -0.116
C 3.617166 -3.484896 0.280699 -0.09 0.25 -0.09 -0.115
O 4.948487 -3.800240 0.703188 -0.10 -0.09 0.01 0.066
C 5.048299 -5.144791 0.810411 -0.16 0.16 -0.07 -0.573
O 6.064197 -5.731553 0.982462 0.27 -0.17 0.13 0.158
O 3.831899 -5.728767 0.691952 -0.01 0.08 0.01 0.063
H 2.007141 -4.937039 0.074545 0.09 -0.17 -0.05 0.125
H 2.470434 -4.602980 1.755546 0.05 0.01 0.01 0.133
H 3.610317 -3.365228 -0.803610 0.02 -0.04 0.00 0.126
H 3.278728 -2.561139 0.741980 0.16 0.02 0.09 0.136
C -5.768074 6.745381 2.326919 -0.11 0.06 0.00 -0.116
C -5.933649 5.387471 1.676001 -0.13 -0.03 0.00 -0.111
O -4.610306 5.117237 1.204284 -0.06 0.02 0.01 0.055
C -3.735440 5.836416 1.945389 -0.19 0.00 -0.03 -0.566
O -2.558771 5.705773 1.909604 0.22 0.08 0.17 0.164
O -4.393912 6.723823 2.729744 -0.07 -0.01 -0.01 0.061
H -6.413647 6.892587 3.188292 0.13 0.00 0.10 0.131
H -5.914441 7.566778 1.623612 0.02 -0.02 -0.02 0.133
H -6.216990 4.612259 2.389759 0.03 0.01 0.02 0.133
H -6.638736 5.386580 0.849651 0.13 -0.03 -0.11 0.134
C 1.040216 3.262455 4.587097 -0.01 0.09 0.14 -0.112
C 0.164440 2.030002 4.680143 -0.02 -0.02 0.14 -0.115
O -0.183014 1.801420 3.310980 0.03 -0.01 0.05 0.058
C 0.765411 2.373259 2.532022 -0.04 0.11 0.22 -0.570
O 0.848999 2.228839 1.359236 0.09 -0.13 -0.37 0.159
O 1.595913 3.139030 3.274324 -0.02 -0.02 0.05 0.068
H 1.830243 3.287749 5.332540 0.12 -0.03 -0.12 0.132
H 0.465663 4.188665 4.638872 -0.03 -0.02 -0.03 0.134
H 0.705971 1.159759 5.055292 0.03 0.01 -0.02 0.132
H -0.729890 2.180636 5.278467 -0.10 -0.01 -0.14 0.131
C 8.128755 -4.567547 3.985086 -0.08 -0.20 -0.08 -0.112
C 9.566177 -4.198818 3.685242 0.08 -0.10 0.03 -0.117
O 9.433845 -2.886837 3.129672 0.00 -0.07 0.04 0.059
C 8.272561 -2.349227 3.576618 0.05 -0.20 0.02 -0.576
O 7.954988 -1.217551 3.436046 -0.08 0.27 -0.03 0.167
O 7.529409 -3.286142 4.212632 0.04 -0.06 0.01 0.057
H 8.019937 -5.198192 4.863558 -0.07 0.14 0.09 0.131
H 7.633101 -5.042146 3.136008 0.02 0.04 -0.03 0.119
H 10.179994 -4.138100 4.586241 -0.03 0.03 0.01 0.130
H 10.041732 -4.868146 2.973743 -0.01 0.13 -0.13 0.132